Entry from the Open Molecules 2025 dataset: a cluster of 13 separate species, C38H110N8O14 in total at a distorted geometry (ωB97M-V with the def2-TZVPD basis set).

HOMO level ... -0.331 hartree
Strongest force on any atom ... 0.0538 hartree/bohr
Orbital gap ... 0.3391 Ha
Relative energy (zero: lowest compared OMol25 entry of this formula, charge and spin) ... 61.3 kcal per mole
Charge ... 0

CARTESIAN COORDINATES (ANGSTROEM)
C (4.44596, -2.22030, 15.09277)
C (4.98701, -3.64189, 14.90185)
O (6.18894, -3.58233, 14.14595)
O (3.30786, -2.32039, 15.83316)
H (4.19823, -1.77912, 14.12732)
H (5.19926, -1.51921, 15.45210)
H (4.25727, -4.28355, 14.40805)
H (5.12896, -4.09696, 15.88208)
H (6.82572, -4.19626, 14.51905)
H (3.43503, -2.24413, 16.78163)
C (-12.99423, -2.83700, 12.49829)
O (-14.29165, -2.89176, 13.15156)
H (-12.27708, -3.60796, 12.78013)
H (-13.14671, -2.77832, 11.42061)
H (-12.42834, -1.95346, 12.79365)
H (-14.84503, -2.21857, 12.74885)
C (-0.82855, 2.51742, 7.08840)
O (-0.22153, 3.81300, 6.97963)
H (-0.19297, 1.64649, 7.24845)
H (-1.45538, 2.55586, 7.97930)
H (-1.50152, 2.32930, 6.25184)
H (0.52982, 3.85149, 7.57594)
C (-7.41764, -1.92599, 16.19576)
O (-7.46115, -3.24580, 15.65541)
H (-6.96883, -1.93931, 17.18899)
H (-6.66763, -1.32098, 15.68632)
H (-8.29681, -1.28230, 16.16699)
H (-7.46472, -3.18888, 14.69711)
C (-1.74817, -3.49730, 4.76416)
O (-1.81363, -3.12279, 3.37105)
H (-2.29507, -4.40791, 5.00870)
H (-0.72638, -3.69936, 5.08542)
H (-2.08892, -2.68167, 5.40194)
H (-1.60909, -3.90557, 2.85431)
C (-11.48560, -2.08821, 1.45169)
C (-10.22501, -2.49983, 0.73172)
C (-9.64239, -3.85678, 1.20264)
O (-9.32700, -3.87149, 2.57100)
C (-8.06963, -3.20959, 2.86931)
N (-10.45614, -2.53876, -0.71251)
H (-12.32627, -2.73346, 1.19668)
H (-11.84054, -1.09970, 1.16018)
H (-11.43601, -2.08295, 2.54055)
H (-9.41857, -1.78659, 0.90219)
H (-8.74811, -4.15506, 0.65549)
H (-10.35516, -4.67820, 1.12965)
H (-8.00773, -3.18492, 3.95728)
H (-7.94724, -2.20805, 2.45695)
H (-7.38601, -3.93566, 2.42932)
H (-9.64712, -2.88269, -1.20979)
H (-11.21036, -3.17136, -0.93857)
C (-4.80185, -9.48660, 7.93403)
C (-4.02834, -9.71960, 9.12595)
C (-4.82983, -10.30590, 10.33762)
O (-5.13505, -9.20258, 11.18811)
C (-5.45978, -9.56431, 12.50752)
N (-2.89438, -10.54150, 8.79206)
H (-5.39020, -10.36945, 7.68398)
H (-4.21666, -9.11980, 7.09075)
H (-5.58259, -8.78285, 8.22265)
H (-3.61976, -8.78654, 9.51398)
H (-4.21518, -10.95965, 10.95642)
H (-5.72158, -10.87113, 10.06671)
H (-4.80216, -10.18223, 13.11892)
H (-6.40650, -10.10432, 12.52239)
H (-5.69305, -8.62455, 13.00807)
H (-2.43184, -10.72510, 9.67096)
H (-3.38170, -11.41908, 8.68032)
C (-5.61852, -2.02057, 9.98271)
C (-5.23362, -3.49122, 10.26570)
C (-3.90308, -3.53094, 11.06034)
O (-2.91232, -2.84597, 10.32479)
C (-1.65312, -2.86307, 10.88961)
N (-6.32816, -4.14309, 10.93887)
H (-6.49298, -1.94107, 9.33688)
H (-4.84969, -1.40902, 9.51046)
H (-5.89565, -1.57133, 10.93637)
H (-5.00302, -4.06918, 9.37077)
H (-3.65337, -4.55855, 11.32446)
H (-3.96538, -3.08017, 12.05080)
H (-0.99783, -2.42987, 10.13395)
H (-1.36063, -3.87572, 11.16724)
H (-1.58338, -2.15826, 11.71815)
H (-6.04983, -5.11019, 11.02458)
H (-7.04502, -4.20580, 10.23014)
C (-0.43323, -15.01235, 12.81445)
C (0.96740, -14.51754, 13.08709)
C (1.17523, -13.07516, 13.45540)
O (0.83665, -12.14211, 12.40841)
C (0.89000, -10.75341, 12.80717)
N (1.43286, -15.33023, 14.17629)
H (-0.41659, -16.06302, 12.52477)
H (-0.98055, -14.41791, 12.08288)
H (-0.95064, -14.98128, 13.77331)
H (1.54575, -14.80732, 12.20982)
H (2.21124, -13.03414, 13.79170)
H (0.53071, -12.95596, 14.32631)
H (1.42929, -10.51024, 13.72266)
H (-0.15471, -10.47663, 12.94888)
H (1.32700, -10.30123, 11.91685)
H (1.05693, -16.25718, 14.03645)
H (0.96538, -14.94271, 14.98337)
C (-12.64891, 3.50134, 8.11366)
C (-11.69365, 2.43513, 8.48846)
C (-11.05835, 2.60771, 9.84839)
O (-10.36837, 3.88025, 10.02062)
C (-9.17758, 4.10507, 9.32375)
N (-12.18112, 1.06074, 8.18085)
H (-12.19972, 4.49077, 8.19941)
H (-13.61274, 3.42922, 8.61757)
H (-12.87983, 3.36869, 7.05670)
H (-10.91018, 2.51448, 7.73484)
H (-10.35296, 1.78308, 9.95077)
H (-11.82382, 2.51521, 10.61886)
H (-8.33380, 3.46612, 9.58428)
H (-8.70438, 5.06777, 9.51715)
H (-9.31302, 4.10000, 8.24221)
H (-12.85476, 0.91266, 8.91867)
H (-12.87151, 1.17644, 7.45279)
C (-0.72875, 4.55350, 13.83398)
C (0.13546, 4.50464, 15.06254)
C (0.38922, 5.94452, 15.68074)
O (1.07002, 6.72912, 14.69154)
C (1.37916, 8.08301, 15.13116)
N (-0.61346, 3.68593, 16.02901)
H (-1.04046, 3.53027, 13.62435)
H (-0.13905, 5.00280, 13.03493)
H (-1.56295, 5.23161, 14.01394)
H (1.09950, 3.99931, 15.00450)
H (0.95049, 5.89304, 16.61370)
H (-0.56914, 6.35316, 16.00115)
H (0.57428, 8.69848, 15.53300)
H (1.85685, 8.61485, 14.30833)
H (2.19219, 8.10201, 15.85692)
H (-0.14566, 3.74458, 16.92222)
H (-0.53678, 2.70056, 15.82098)
C (5.79619, -5.12824, 7.94327)
C (5.70604, -3.65120, 7.62667)
C (5.00703, -3.27153, 6.38245)
O (5.68194, -3.93720, 5.30055)
C (4.98643, -3.92154, 4.07484)
N (5.24404, -2.86469, 8.76060)
H (6.54448, -5.33704, 8.70784)
H (6.10145, -5.65771, 7.04072)
H (4.81029, -5.44067, 8.28747)
H (6.73383, -3.33728, 7.44449)
H (5.05272, -2.19417, 6.22337)
H (3.93042, -3.43859, 6.41561)
H (4.83977, -2.88369, 3.77576)
H (3.94169, -4.21810, 4.16809)
H (5.53268, -4.45130, 3.29443)
H (5.33472, -1.88203, 8.54552)
H (5.87683, -3.13011, 9.50170)
C (-13.02632, -6.60958, 5.99238)
C (-12.18696, -6.82633, 7.21332)
C (-11.29801, -8.01323, 7.20793)
O (-12.21368, -9.12833, 7.39457)
C (-11.56057, -10.23240, 7.92521)
N (-11.38407, -5.63903, 7.43446)
H (-13.75005, -5.79481, 6.01434)
H (-13.55253, -7.52475, 5.72095)
H (-12.38073, -6.37051, 5.14731)
H (-12.89411, -6.91470, 8.03808)
H (-10.66489, -7.92190, 8.09049)
H (-10.69131, -7.99372, 6.30259)
H (-12.21849, -11.10107, 7.90011)
H (-11.38130, -10.03793, 8.98264)
H (-10.67173, -10.52075, 7.36404)
H (-11.96214, -4.81439, 7.51123)
H (-10.81066, -5.44169, 6.62677)